(1)
{"formula": "C9H10F5NPm", "method": "ωB97M-V/def2-TZVPD", "de_lowest_kcal_mol": 46.34, "spin_multiplicity": 5, "charge": -1, "lumo_ev": [2.6, 2.6], "s_squared": 6.036, "homo_energy_ev": [-2.01, -2.16], "species": ["C", "C", "C", "C", "C", "Pm", "N", "C", "C", "H", "H", "H", "H", "H", "H", "H", "H", "H", "H", "F", "C", "F", "C", "F", "F", "F"], "xyz": [[2.474, 0.633, 0.333], [2.607, 0.214, -1.010], [2.165, -1.132, -1.107], [1.768, -1.531, 0.199], [1.964, -0.438, 1.079], [0.050, 0.082, -0.564], [-0.674, 1.402, 0.858], [-0.851, 2.287, -1.489], [0.046, 1.759, -2.373], [2.030, -1.733, -2.053], [2.940, 0.847, -1.879], [1.287, -2.519, 0.453], [1.688, -0.418, 2.178], [2.710, 1.665, 0.726], [1.077, 2.146, -2.465], [-0.634, 3.205, -0.923], [-1.151, 2.037, 1.579], [-0.208, 0.871, -3.002], [-1.895, 1.942, -1.450], [-0.684, -2.023, 1.167], [-1.773, -1.116, 1.260], [-2.426, -0.408, 0.143], [-2.892, -1.803, 1.943], [-3.530, -2.583, 1.066], [-2.369, -2.556, 2.938], [-3.719, -0.829, 2.393]], "atomic_forces_ev_per_a": [[0.835, 1.309, 0.127], [0.746, 0.550, -1.212], [0.874, -1.011, -0.556], [0.791, -1.728, 0.181], [-0.040, -0.684, 1.586], [-3.310, 1.382, 3.237], [0.397, 1.339, -0.665], [-0.654, 1.343, 0.587], [0.458, -0.082, -1.244], [0.345, 0.727, 1.203], [-0.335, -0.792, 1.154], [0.839, 1.388, -0.309], [0.338, -0.008, -1.707], [-0.420, -1.448, -0.548], [-0.796, -0.247, -0.026], [-0.228, -0.549, -0.546], [0.965, -1.178, -1.325], [0.104, 0.949, 0.126], [0.539, 0.261, -0.028], [-0.995, -0.647, -2.497], [-0.510, 2.588, 4.432], [0.842, -2.526, -1.180], [3.333, 1.925, -1.547], [-2.067, -1.534, 0.173], [-1.291, -0.090, 0.170], [-0.759, -1.237, 0.412]], "lowdin_charge": [-0.234, -0.269, -0.291, -0.294, -0.242, 1.409, -0.297, -0.253, -0.299, 0.107, 0.103, 0.110, 0.127, 0.116, 0.045, 0.053, -0.053, 0.040, 0.054, -0.105, -0.329, -0.169, -0.652, 0.107, 0.109, 0.108]}



(2)
{"formula": "C5H23NO7", "method": "ωB97M-V/def2-TZVPD", "de_lowest_kcal_mol": 0.00, "spin_multiplicity": 1, "charge": 0, "lumo_ev": 0.1, "homo_energy_ev": -9.50, "species": ["C", "C", "C", "C", "N", "C", "O", "H", "H", "H", "H", "H", "H", "H", "H", "H", "H", "H", "O", "H", "H", "O", "H", "H", "O", "H", "H", "O", "H", "H", "O", "H", "H", "O", "H", "H"], "xyz": [[2.009, -1.698, -1.051], [1.133, -0.447, -1.020], [1.197, 0.288, -2.357], [1.590, 0.478, 0.115], [0.956, 0.151, 1.393], [1.738, -0.183, 2.467], [2.941, -0.311, 2.381], [1.603, -2.446, -1.748], [3.004, -1.433, -1.411], [2.115, -2.143, -0.060], [0.083, -0.703, -0.825], [0.472, 1.103, -2.373], [1.004, -0.357, -3.216], [2.184, 0.707, -2.544], [1.334, 1.531, -0.126], [2.672, 0.408, 0.240], [-0.042, 0.336, 1.524], [1.191, -0.328, 3.409], [-1.911, 0.267, 2.101], [-2.107, 1.154, 1.716], [-2.588, -0.294, 1.718], [3.352, 2.749, -1.646], [2.472, 2.463, -1.382], [3.951, 2.433, -0.972], [-2.199, 2.430, 0.634], [-1.398, 2.976, 0.601], [-2.219, 1.880, -0.183], [-2.350, 0.697, -1.402], [-2.626, -0.146, -0.962], [-3.093, 0.910, -1.985], [-2.335, -2.456, 2.165], [-1.632, -3.105, 2.067], [-1.902, -1.662, 2.519], [-3.514, -1.369, -0.036], [-3.061, -1.820, 0.719], [-4.024, -2.058, -0.469]], "atomic_forces_ev_per_a": [[-0.336, -0.157, -0.222], [0.119, 0.061, -0.163], [-0.026, 0.051, -0.094], [-0.662, 0.370, 0.069], [0.430, 0.003, 0.348], [-0.235, 0.297, -0.958], [0.195, -0.158, 0.405], [0.083, 0.132, 0.245], [0.087, 0.017, 0.055], [-0.035, -0.055, -0.007], [0.144, -0.103, -0.037], [-0.048, 0.031, -0.084], [-0.221, -0.150, 0.129], [0.177, 0.047, 0.126], [0.027, -0.419, 0.102], [-0.129, 0.063, 0.100], [0.441, -0.294, 0.024], [-0.148, 0.001, -0.022], [-0.034, -0.088, 0.206], [0.120, 0.075, 0.066], [-0.311, 0.327, -0.181], [-0.135, 0.284, -0.372], [0.188, 0.006, 0.048], [0.108, -0.132, 0.296], [0.293, 0.436, 0.047], [-0.378, -0.230, -0.076], [0.092, 0.131, -0.013], [-0.273, -0.439, -0.059], [0.033, 0.468, -0.213], [0.208, -0.012, 0.089], [0.138, 0.048, 0.107], [0.007, -0.037, -0.022], [0.132, -0.246, 0.204], [0.249, -0.214, 0.312], [-0.243, -0.137, -0.443], [-0.059, 0.024, -0.014]], "lowdin_charge": [-0.069, -0.411, -0.084, -0.178, 0.040, -0.356, -0.002, 0.080, 0.084, 0.075, 0.120, 0.074, 0.081, 0.067, 0.112, 0.116, 0.087, 0.129, -0.080, 0.014, 0.006, -0.051, -0.010, 0.036, -0.067, 0.068, 0.004, -0.067, 0.022, 0.071, -0.037, 0.075, 0.037, -0.065, 0.012, 0.067]}



(3)
{"formula": "C41H36ClN13OPbTe4", "method": "ωB97M-V/def2-TZVPD", "de_lowest_kcal_mol": 9.27, "spin_multiplicity": 1, "charge": -2, "lumo_ev": 3.1, "homo_energy_ev": -1.56, "species": ["Pb", "C", "C", "C", "C", "C", "N", "C", "C", "C", "C", "C", "C", "C", "N", "C", "C", "C", "N", "C", "C", "N", "C", "C", "C", "N", "H", "H", "H", "H", "H", "H", "H", "H", "H", "H", "H", "H", "H", "H", "H", "H", "H", "H", "C", "N", "C", "N", "C", "N", "C", "C", "C", "C", "C", "C", "C", "N", "N", "C", "O", "C", "C", "C", "C", "C", "C", "N", "C", "N", "C", "N", "C", "H", "H", "H", "H", "H", "H", "H", "H", "H", "H", "H", "H", "H", "H", "H", "H", "Te", "Te", "Te", "Te", "Cl", "C", "H", "H"], "xyz": [[0.013, -0.703, -1.615], [1.155, 6.361, 0.808], [0.319, 5.194, 1.271], [-0.976, 4.994, 0.786], [-1.767, 3.951, 1.224], [-1.298, 3.008, 2.170], [-1.937, 1.867, 2.538], [-3.271, 1.704, 2.572], [-4.205, 2.721, 2.920], [-5.559, 2.474, 3.049], [-6.099, 1.204, 2.861], [-7.583, 0.939, 2.970], [-5.206, 0.179, 2.577], [-3.845, 0.404, 2.451], [-3.015, -0.746, 2.212], [-2.153, -1.267, 3.113], [-1.712, -2.465, 2.611], [-2.397, -2.604, 1.391], [-3.193, -1.569, 1.131], [0.023, 3.222, 2.629], [0.799, 4.284, 2.195], [0.579, 2.310, 3.586], [-0.052, 1.799, 4.664], [0.866, 1.036, 5.355], [2.045, 1.150, 4.595], [1.863, 1.920, 3.530], [0.776, 6.738, -0.144], [2.199, 6.067, 0.661], [1.132, 7.179, 1.538], [-1.365, 5.671, 0.031], [-2.749, 3.804, 0.798], [-3.821, 3.718, 3.100], [-6.222, 3.296, 3.310], [-8.143, 1.872, 3.053], [-7.822, 0.327, 3.846], [-7.946, 0.402, 2.089], [-5.564, -0.836, 2.427], [-1.926, -0.745, 4.030], [-1.033, -3.172, 3.065], [-2.360, -3.435, 0.701], [1.803, 4.390, 2.594], [-1.086, 2.014, 4.867], [0.713, 0.493, 6.276], [3.015, 0.719, 4.791], [3.170, -3.036, 3.268], [3.107, -3.539, 1.911], [2.891, -2.906, 0.735], [2.915, -3.776, -0.248], [3.140, -4.953, 0.385], [3.261, -4.865, 1.693], [4.502, -2.424, 3.668], [5.056, -2.771, 4.892], [6.218, -2.155, 5.337], [6.838, -1.192, 4.568], [6.304, -0.847, 3.326], [5.139, -1.472, 2.880], [6.955, 0.197, 2.548], [7.959, 0.928, 2.897], [8.208, 1.792, 1.854], [7.326, 1.544, 0.945], [6.514, 0.534, 1.322], [7.153, 2.191, -0.346], [7.966, 3.264, -0.702], [7.803, 3.854, -1.942], [6.831, 3.396, -2.821], [5.997, 2.343, -2.463], [4.899, 1.907, -3.418], [4.419, 0.567, -3.205], [3.622, 0.135, -2.210], [3.377, -1.150, -2.363], [4.052, -1.455, -3.505], [4.706, -0.447, -4.050], [6.176, 1.741, -1.227], [2.960, -3.885, 3.910], [2.379, -2.295, 3.398], [2.697, -1.842, 0.641], [3.205, -5.899, -0.133], [4.577, -3.525, 5.506], [6.636, -2.425, 6.299], [7.733, -0.682, 4.903], [4.728, -1.195, 1.916], [8.713, 3.609, 0.002], [8.433, 4.688, -2.228], [6.704, 3.871, -3.788], [5.255, 1.958, -4.443], [4.040, 2.576, -3.319], [3.253, 0.775, -1.411], [4.043, -2.439, -3.947], [5.559, 0.905, -0.929], [-2.705, 0.226, -1.427], [-3.185, 0.718, -4.051], [-1.131, 2.310, -4.853], [1.004, 1.214, -3.557], [0.356, -2.281, -4.826], [-0.521, -2.389, -3.245], [-0.230, -3.359, -2.835], [-1.574, -2.435, -3.508]], "atomic_forces_ev_per_a": [[0.039, -0.711, -0.093], [-0.036, -0.101, 0.063], [-0.078, 0.104, -0.218], [-0.020, 0.028, 0.080], [0.090, 0.069, 0.098], [-0.278, -0.505, -0.032], [0.064, -0.226, -0.121], [0.150, 0.109, 0.365], [-0.049, -0.079, -0.159], [0.056, 0.039, -0.033], [-0.152, 0.021, 0.007], [0.158, -0.090, 0.000], [0.159, 0.025, -0.074], [-0.115, -0.053, -0.245], [-0.145, -0.151, -0.096], [-0.056, 0.280, -0.199], [-0.009, -0.364, -0.006], [-0.193, 0.104, -0.249], [0.384, 0.138, 1.249], [0.128, 0.042, 0.150], [0.074, -0.131, 0.188], [-0.090, 0.019, 0.085], [0.026, -0.046, 0.176], [0.025, 0.021, 0.034], [-0.143, 0.103, -0.039], [0.143, 0.009, -0.033], [0.044, 0.062, 0.029], [-0.057, 0.060, 0.028], [0.057, -0.005, -0.115], [-0.002, -0.035, 0.017], [-0.045, -0.047, -0.046], [0.002, 0.022, -0.063], [0.025, -0.011, -0.015], [0.013, -0.015, -0.015], [-0.026, 0.028, -0.033], [-0.049, 0.048, 0.047], [0.018, 0.018, 0.013], [0.023, 0.060, -0.140], [-0.022, 0.151, -0.042], [0.059, 0.129, -0.081], [-0.016, -0.062, -0.005], [0.022, 0.004, -0.137], [-0.016, 0.053, -0.139], [0.067, -0.039, -0.069], [0.142, 0.285, -0.113], [-0.073, 0.048, -0.103], [-0.005, -0.070, 0.183], [-0.009, -0.157, -0.120], [-0.010, 0.107, 0.024], [0.123, 0.037, -0.076], [-0.165, -0.137, -0.059], [0.070, 0.071, -0.039], [0.034, -0.043, 0.154], [0.136, 0.171, -0.111], [-0.379, -0.336, 0.093], [0.089, 0.161, -0.090], [0.330, 0.365, -0.013], [0.177, -0.157, 0.287], [0.098, 0.289, -0.105], [0.335, -0.090, 0.433], [-0.705, -0.291, -0.435], [-0.124, 0.103, -0.359], [0.066, -0.096, 0.160], [-0.014, 0.087, -0.066], [-0.035, 0.055, 0.102], [-0.052, -0.156, -0.161], [0.049, 0.082, 0.139], [0.014, 0.192, 0.312], [0.204, -0.293, -0.154], [0.097, 0.021, -0.036], [-0.107, 0.056, 0.175], [-0.108, -0.043, 0.216], [0.020, -0.097, 0.156], [-0.087, -0.022, 0.048], [-0.034, 0.030, -0.010], [0.017, -0.224, 0.034], [-0.002, 0.071, 0.063], [-0.024, 0.023, -0.016], [-0.001, 0.001, -0.033], [-0.035, -0.069, 0.035], [-0.020, -0.001, 0.063], [0.008, 0.032, -0.056], [0.005, -0.031, 0.013], [0.021, -0.018, 0.023], [-0.025, 0.007, -0.083], [-0.018, 0.057, -0.058], [0.047, -0.130, -0.276], [-0.011, 0.086, 0.037], [-0.012, 0.000, -0.050], [-0.395, 0.359, -0.324], [0.194, -0.189, 0.008], [-0.040, 0.135, 0.157], [-0.164, 0.357, -0.384], [0.033, -0.077, 0.018], [0.171, 0.097, 0.070], [0.026, 0.067, 0.094], [-0.080, 0.204, 0.099]], "lowdin_charge": [0.267, -0.079, -0.311, -0.066, -0.027, -0.252, 0.077, -0.265, -0.039, -0.084, -0.314, -0.083, -0.003, -0.154, -0.102, -0.079, -0.093, -0.195, 0.023, -0.132, -0.011, -0.092, -0.091, -0.098, -0.200, 0.074, 0.065, 0.068, 0.066, 0.102, 0.104, 0.098, 0.096, 0.060, 0.065, 0.069, 0.117, 0.115, 0.076, 0.095, 0.107, 0.115, 0.074, 0.078, -0.079, -0.134, -0.158, 0.087, -0.239, 0.083, -0.180, -0.038, -0.073, -0.029, -0.131, 0.047, -0.292, 0.107, 0.109, -0.287, 0.146, -0.134, -0.029, -0.074, -0.037, -0.166, -0.094, -0.172, -0.348, 0.071, -0.221, 0.109, 0.044, 0.116, 0.136, 0.116, 0.094, 0.111, 0.102, 0.110, 0.119, 0.110, 0.101, 0.114, 0.127, 0.107, 0.119, 0.103, 0.110, 0.018, -0.140, -0.143, -0.001, 0.298, -0.854, -0.046, -0.057]}



(4)
{"formula": "C14H12BeBrN2O3", "method": "ωB97M-V/def2-TZVPD", "spin_multiplicity": 1, "charge": 1, "lumo_ev": -3.1, "homo_energy_ev": -12.04, "species": ["Be", "O", "C", "C", "C", "C", "C", "C", "N", "H", "H", "H", "H", "H", "H", "H", "Br", "C", "C", "C", "C", "C", "C", "C", "O", "O", "H", "H", "H", "H", "N", "C", "H"], "xyz": [[3.163, -10.836, 6.594], [1.886, -10.254, 6.101], [2.101, -9.243, 5.205], [3.458, -8.698, 5.431], [4.024, -7.558, 4.954], [5.323, -7.202, 5.324], [6.073, -8.024, 6.162], [5.478, -9.205, 6.583], [4.242, -9.587, 6.235], [0.976, -10.799, 7.266], [1.365, -8.392, 5.108], [2.126, -9.675, 4.200], [3.457, -6.921, 4.307], [5.724, -6.308, 4.907], [7.034, -7.759, 6.615], [6.091, -9.948, 7.098], [4.093, -11.187, 10.802], [2.641, -12.453, 10.829], [2.405, -13.169, 12.041], [1.374, -14.066, 12.107], [0.431, -14.185, 11.069], [0.561, -13.398, 10.000], [1.715, -12.582, 9.853], [1.903, -11.799, 8.562], [0.776, -11.267, 8.151], [2.987, -11.684, 7.967], [3.087, -13.142, 12.934], [1.190, -14.666, 13.056], [-0.464, -14.798, 11.082], [-0.206, -13.462, 9.234], [3.284, -12.664, 4.281], [3.429, -12.184, 5.293], [3.297, -13.028, 3.357]], "atomic_forces_ev_per_a": [[0.941, -1.062, 0.528], [-1.706, 0.301, 0.445], [-0.487, 1.085, -1.559], [2.296, -1.761, 1.991], [0.390, 0.236, 0.067], [0.043, -0.748, 0.219], [-0.588, 0.322, 0.406], [0.110, -0.839, -0.527], [-0.830, 2.304, -1.072], [-0.380, 0.049, 0.414], [0.334, -0.996, 0.705], [-0.116, 0.020, -0.399], [-0.220, 0.309, -0.235], [0.348, 0.594, -0.022], [-0.287, -0.026, -0.670], [-0.399, 0.231, 0.277], [-0.537, -0.615, 0.036], [0.595, -0.235, 2.572], [1.496, -0.080, 0.361], [-1.290, -1.178, 1.444], [-0.213, -0.465, 1.329], [0.706, 0.988, -1.786], [-0.359, 0.802, -2.526], [-1.743, -0.384, 1.238], [1.109, -0.131, -0.681], [0.001, 0.156, 0.135], [-0.620, 0.400, -1.260], [0.505, 0.875, -1.352], [0.321, -0.226, 0.551], [0.346, 0.331, -0.165], [-0.009, -1.077, -2.168], [0.373, 1.127, 2.047], [-0.129, -0.306, -0.342]], "lowdin_charge": [0.010, -0.229, -0.205, -0.151, 0.002, -0.008, -0.024, -0.063, 0.096, 0.115, 0.161, 0.132, 0.126, 0.114, 0.126, 0.136, 0.802, -0.563, -0.105, -0.063, -0.072, -0.025, -0.160, -0.380, 0.167, 0.036, 0.128, 0.141, 0.121, 0.130, 0.253, 0.133, 0.122]}



(5)
{"formula": "C4H10N2O2", "method": "ωB97M-V/def2-TZVPD", "de_lowest_kcal_mol": 98.06, "spin_multiplicity": 1, "charge": 0, "lumo_ev": 0.8, "homo_energy_ev": -8.58, "species": ["C", "C", "C", "C", "N", "N", "O", "O", "H", "H", "H", "H", "H", "H", "H", "H", "H", "H"], "xyz": [[-0.606, 0.740, -0.331], [-0.723, -0.748, -0.098], [1.212, -1.161, 0.083], [0.858, 0.991, 0.066], [-0.896, 1.069, -1.720], [-1.406, -1.133, 1.019], [0.813, 1.409, 1.404], [1.696, 1.466, -0.709], [1.486, 1.079, 2.016], [-1.274, 1.306, 0.332], [-0.886, -1.361, -0.981], [-0.016, 1.223, -2.214], [-1.420, 1.935, -1.786], [-1.697, -0.366, 1.620], [-1.723, -2.093, 1.053], [0.987, -2.175, 0.435], [1.562, -1.285, -0.944], [2.030, -0.897, 0.755]], "atomic_forces_ev_per_a": [[0.136, -0.139, -0.806], [2.741, -0.186, 0.665], [-1.635, -2.072, -0.493], [-0.097, 4.335, -1.026], [0.094, 0.215, -0.021], [-0.259, 0.339, -0.274], [-0.043, -1.069, 0.383], [-1.084, -1.893, 1.391], [0.250, 0.080, -0.637], [0.198, -0.148, -0.077], [0.134, 0.194, 0.004], [-0.149, -0.074, 0.127], [0.130, -0.112, 0.038], [-0.127, -1.050, 0.109], [-0.188, 0.633, 0.582], [-0.078, -0.120, -0.061], [0.185, 0.295, 0.124], [-0.210, 0.772, -0.025]], "lowdin_charge": [-0.313, -0.233, -0.041, -0.547, 0.062, 0.080, 0.043, 0.055, 0.112, 0.146, 0.133, 0.079, 0.076, 0.105, 0.104, 0.038, 0.053, 0.051]}



(6)
{"formula": "H8O4", "method": "ωB97M-V/def2-TZVPD", "de_lowest_kcal_mol": 25.32, "spin_multiplicity": 1, "charge": 0, "lumo_ev": 0.3, "homo_energy_ev": -11.32, "species": ["O", "H", "H", "O", "H", "H", "O", "H", "H", "O", "H", "H"], "xyz": [[0.205, 1.308, -1.797], [-0.326, 0.586, -1.462], [-0.232, 1.573, -2.606], [3.990, 1.259, -0.462], [4.451, 1.462, -1.275], [3.129, 0.951, -0.744], [-2.967, 0.766, 2.330], [-3.024, -0.084, 2.766], [-2.028, 0.922, 2.232], [-1.175, -2.688, 0.040], [-1.634, -2.826, 0.868], [-0.388, -3.228, 0.109]], "atomic_forces_ev_per_a": [[0.284, 0.072, 0.109], [-0.161, -0.245, 0.137], [-0.080, 0.106, -0.204], [0.152, -0.024, 0.238], [0.122, 0.069, -0.177], [-0.337, -0.021, -0.083], [-0.181, 0.095, -0.070], [-0.067, -0.188, 0.125], [0.252, 0.103, -0.056], [-0.043, 0.196, -0.170], [-0.167, -0.022, 0.179], [0.226, -0.142, -0.029]], "lowdin_charge": [-0.051, 0.027, 0.031, -0.055, 0.028, 0.018, -0.052, 0.024, 0.028, -0.053, 0.026, 0.030]}